{
  "formula": "C31H68AsCoN9O4P2S2",
  "method": "ωB97M-V with the def2-TZVPD basis set",
  "species": ["Co", "C", "N", "C", "P", "O", "O", "P", "O", "N", "C", "C", "N", "C", "C", "N", "C", "C", "H", "H", "H", "H", "H", "H", "H", "H", "H", "H", "H", "H", "H", "H", "H", "H", "H", "H", "H", "H", "H", "H", "H", "H", "C", "N", "C", "C", "N", "N", "C", "C", "H", "H", "H", "H", "H", "H", "H", "H", "H", "H", "H", "H", "H", "S", "C", "N", "C", "C", "C", "N", "H", "H", "H", "H", "H", "H", "H", "H", "C", "As", "C", "C", "C", "C", "C", "C", "C", "C", "H", "H", "H", "H", "H", "H", "H", "H", "H", "H", "H", "H", "H", "C", "H", "H", "O", "S", "C", "C", "C", "C", "H", "H", "H", "H", "H", "H", "H", "H"],
  "xyz": [[0.04, -0.33, 0.16], [-5.32, 2.72, 0.14], [-3.91, 2.60, -0.13], [-3.42, 3.39, -1.23], [-3.06, 1.28, 0.40], [-1.65, 1.29, 0.04], [-3.88, 0.01, -0.28], [-3.23, -1.40, -0.71], [-1.84, -1.64, -0.33], [-4.27, -2.52, -0.04], [-5.70, -2.31, 0.02], [-3.77, -3.61, 0.76], [-3.43, -1.39, -2.38], [-3.00, -2.62, -3.00], [-4.58, -0.79, -3.01], [-3.55, 1.17, 2.01], [-3.53, -0.12, 2.67], [-2.92, 2.21, 2.82], [-5.56, 3.76, 0.38], [-5.56, 2.09, 0.99], [-5.93, 2.42, -0.72], [-3.58, 4.45, -1.01], [-3.93, 3.15, -2.17], [-2.36, 3.20, -1.34], [-5.96, -1.44, -0.58], [-6.03, -2.13, 1.05], [-6.23, -3.19, -0.36], [-2.69, -3.61, 0.70], [-4.15, -4.56, 0.37], [-4.08, -3.51, 1.81], [-3.76, -3.41, -2.95], [-2.10, -2.97, -2.48], [-2.75, -2.43, -4.04], [-5.42, -1.49, -3.12], [-4.30, -0.45, -4.01], [-4.90, 0.07, -2.43], [-4.02, -0.85, 2.02], [-4.10, -0.04, 3.60], [-2.52, -0.46, 2.89], [-2.93, 3.14, 2.27], [-1.89, 1.96, 3.09], [-3.50, 2.33, 3.74], [1.14, 1.49, 4.25], [0.53, 0.21, 4.54], [-0.23, 0.22, 5.77], [0.04, -0.55, 3.47], [-0.25, -0.09, 2.31], [-0.16, -1.87, 3.79], [-0.79, -2.75, 2.83], [0.62, -2.53, 4.80], [1.76, 1.77, 5.10], [0.41, 2.30, 4.08], [1.78, 1.41, 3.37], [-0.89, 1.10, 5.82], [0.44, 0.25, 6.63], [-0.85, -0.67, 5.83], [-0.16, 0.92, 2.25], [-1.04, -2.18, 1.94], [-0.11, -3.56, 2.55], [-1.69, -3.19, 3.27], [1.28, -1.82, 5.29], [1.25, -3.32, 4.35], [-0.02, -3.00, 5.55], [1.04, 2.62, -0.18], [2.14, 3.74, 0.66], [1.57, 4.55, 1.64], [1.43, 5.97, 1.34], [2.78, 6.49, 0.87], [3.23, 5.68, -0.34], [3.24, 4.26, 0.01], [0.68, 4.14, 1.92], [1.11, 6.48, 2.25], [0.67, 6.13, 0.55], [3.50, 6.37, 1.68], [2.70, 7.55, 0.62], [4.25, 5.98, -0.62], [2.56, 5.88, -1.19], [3.51, 3.68, -0.77], [2.43, -2.48, -1.76], [1.24, -2.47, -0.20], [2.66, -2.59, 1.17], [0.72, -4.47, -0.26], [1.83, -5.36, -0.64], [2.74, -5.84, 0.31], [3.81, -6.63, -0.06], [4.01, -6.95, -1.40], [3.11, -6.50, -2.35], [2.05, -5.71, -1.98], [3.25, -3.19, -1.62], [2.83, -1.48, -1.91], [1.88, -2.76, -2.66], [2.31, -3.16, 2.03], [2.88, -1.58, 1.50], [3.56, -3.06, 0.78], [-0.10, -4.54, -0.97], [0.34, -4.72, 0.74], [2.58, -5.60, 1.35], [4.50, -6.99, 0.69], [4.85, -7.57, -1.69], [3.26, -6.75, -3.39], [1.35, -5.36, -2.72], [1.64, 0.95, 0.24], [2.16, 1.05, 1.20], [2.38, 0.69, -0.52], [1.77, 0.61, -2.78], [0.44, 0.07, -2.48], [0.04, -0.83, -4.09], [-0.88, 0.04, -4.92], [-0.70, 1.48, -4.44], [-0.73, 1.41, -2.93], [-0.38, -1.80, -3.84], [1.01, -0.96, -4.56], [-1.92, -0.25, -4.75], [-0.67, -0.05, -5.98], [-1.48, 2.14, -4.84], [0.28, 1.86, -4.76], [-1.71, 1.10, -2.56], [-0.39, 2.31, -2.43]],
  "lowdin_charge": [-0.055, -0.107, -0.305, -0.089, 0.536, -0.290, -0.271, 0.505, -0.298, -0.303, -0.103, -0.102, -0.286, -0.113, -0.109, -0.284, -0.085, -0.099, 0.088, 0.074, 0.083, 0.090, 0.088, 0.063, 0.069, 0.087, 0.090, 0.063, 0.089, 0.084, 0.089, 0.072, 0.082, 0.087, 0.083, 0.070, 0.059, 0.094, 0.063, 0.084, 0.064, 0.091, -0.063, -0.183, -0.074, -0.417, 0.123, -0.156, -0.077, -0.064, 0.093, 0.080, 0.081, 0.086, 0.090, 0.080, 0.040, 0.036, 0.066, 0.089, 0.085, 0.081, 0.090, 0.810, -0.626, -0.065, -0.231, -0.191, -0.223, -0.045, 0.077, 0.108, 0.113, 0.111, 0.107, 0.109, 0.113, 0.111, -0.288, 1.189, -0.276, -0.292, -0.331, -0.065, -0.090, -0.101, -0.092, -0.075, 0.028, 0.014, 0.017, -0.001, 0.016, 0.022, 0.060, 0.051, 0.104, 0.101, 0.096, 0.100, 0.108, -0.573, -0.026, -0.045, -0.516, 0.847, -0.271, -0.236, -0.233, -0.329, 0.057, 0.091, 0.083, 0.111, 0.112, 0.115, 0.068, 0.040],
  "e_tot_ha": -7113.4254,
  "s2": 3.7767,
  "e_above_lowest_ev": 0.959,
  "multiplicity": 4,
  "charge": 0
}

---

{
  "formula": "C31H68O7P",
  "method": "ωB97M-V with the def2-TZVPD basis set",
  "species": ["C", "C", "C", "C", "C", "C", "C", "C", "C", "C", "C", "P", "C", "C", "O", "C", "O", "C", "C", "O", "C", "C", "C", "C", "C", "C", "C", "C", "C", "C", "O", "C", "O", "H", "H", "H", "H", "H", "H", "H", "H", "H", "H", "H", "H", "H", "H", "H", "H", "H", "H", "H", "H", "H", "H", "H", "H", "H", "H", "H", "H", "H", "H", "H", "H", "H", "H", "H", "H", "H", "H", "H", "H", "H", "H", "H", "H", "H", "H", "H", "H", "H", "H", "H", "H", "H", "H", "H", "H", "C", "C", "O", "H", "H", "H", "H", "H", "H", "C", "C", "O", "H", "H", "H", "H", "H", "H"],
  "xyz": [[9.19, 0.61, -2.10], [8.04, -0.36, -2.37], [6.86, -0.19, -1.42], [6.10, -1.51, -1.14], [4.59, -1.31, -1.12], [3.81, -2.56, -0.68], [2.48, -2.22, -0.01], [1.46, -1.56, -0.95], [0.94, -0.22, -0.46], [-0.33, 0.22, -1.21], [-1.12, 1.30, -0.49], [-3.02, 1.30, -0.76], [-3.18, -0.44, 0.05], [-3.64, -1.53, -0.88], [-4.42, -2.58, -0.21], [-3.71, -3.25, 0.74], [-2.70, -3.92, 0.46], [-4.26, -3.13, 2.13], [-3.68, -4.12, 3.13], [-3.08, 2.94, -1.45], [-3.79, 2.82, -2.64], [-3.12, 1.67, -3.38], [-1.95, 2.00, -4.28], [-0.77, 2.80, -3.71], [-1.01, 4.32, -3.55], [-0.63, 4.87, -2.18], [0.88, 5.15, -2.00], [1.15, 6.32, -1.05], [2.23, 6.05, -0.01], [3.59, 5.70, -0.61], [3.79, 6.41, -1.82], [4.87, 5.89, -2.55], [-2.85, 0.71, -2.39], [10.04, 0.35, -2.74], [9.49, 0.55, -1.06], [8.91, 1.63, -2.33], [8.43, -1.37, -2.29], [7.72, -0.22, -3.41], [6.16, 0.55, -1.80], [7.25, 0.22, -0.48], [6.45, -1.89, -0.18], [6.38, -2.21, -1.92], [4.27, -1.03, -2.12], [4.35, -0.51, -0.42], [3.67, -3.26, -1.50], [4.43, -3.09, 0.05], [2.69, -1.55, 0.82], [2.09, -3.14, 0.42], [0.62, -2.25, -1.07], [1.89, -1.45, -1.95], [1.72, 0.54, -0.56], [0.65, -0.35, 0.59], [-0.04, 0.58, -2.20], [-0.92, -0.68, -1.38], [-0.75, 2.29, -0.76], [-0.94, 1.21, 0.58], [-3.16, 1.91, 0.57], [-4.47, 1.27, -0.82], [-3.94, -0.31, 0.81], [-2.27, -0.73, 0.57], [-2.79, -2.02, -1.36], [-4.28, -1.15, -1.67], [-5.34, -3.27, 2.07], [-4.13, -2.11, 2.47], [-2.84, -4.68, 2.73], [-4.41, -4.85, 3.46], [-3.30, -3.63, 4.03], [-4.85, 2.58, -2.48], [-3.82, 3.74, -3.23], [-3.88, 1.24, -4.05], [-1.56, 1.05, -4.64], [-2.30, 2.54, -5.17], [-0.40, 2.37, -2.79], [0.05, 2.70, -4.43], [-0.39, 4.84, -4.28], [-2.03, 4.60, -3.76], [-1.15, 5.82, -2.05], [-0.97, 4.23, -1.38], [1.38, 4.25, -1.63], [1.29, 5.38, -2.98], [0.24, 6.60, -0.51], [1.44, 7.19, -1.63], [2.37, 6.97, 0.57], [1.95, 5.28, 0.70], [4.39, 5.97, 0.08], [3.67, 4.62, -0.78], [5.74, 5.69, -1.92], [4.61, 4.97, -3.06], [5.16, 6.63, -3.29], [-8.22, -7.03, 4.42], [-6.91, -6.30, 4.69], [-7.05, -4.89, 4.58], [-8.59, -6.78, 3.43], [-8.09, -8.11, 4.49], [-8.98, -6.72, 5.14], [-6.16, -6.60, 3.96], [-6.54, -6.55, 5.69], [-7.70, -4.60, 5.22], [-0.42, -3.75, 7.36], [-1.63, -4.62, 7.04], [-1.61, -5.08, 5.70], [-0.38, -2.90, 6.69], [-0.46, -3.39, 8.39], [0.50, -4.32, 7.23], [-2.55, -4.05, 7.16], [-1.67, -5.48, 7.73], [-0.81, -5.60, 5.57]],
  "lowdin_charge": [-0.124, -0.278, -0.221, -0.219, -0.226, -0.228, -0.216, -0.209, -0.211, -0.255, -0.273, 0.572, -0.287, -0.210, -0.040, -0.473, 0.069, -0.138, -0.086, -0.325, -0.288, -0.391, -0.145, -0.183, -0.197, -0.209, -0.189, -0.208, -0.183, -0.248, -0.196, -0.126, -0.274, 0.062, 0.066, 0.068, 0.098, 0.105, 0.107, 0.103, 0.108, 0.106, 0.114, 0.115, 0.111, 0.101, 0.103, 0.103, 0.107, 0.106, 0.108, 0.106, 0.090, 0.084, 0.046, 0.064, 0.008, 0.032, 0.069, 0.076, 0.106, 0.108, 0.117, 0.114, 0.067, 0.049, 0.059, 0.092, 0.104, 0.134, 0.109, 0.111, 0.071, 0.102, 0.097, 0.087, 0.105, 0.086, 0.108, 0.103, 0.105, 0.104, 0.104, 0.116, 0.116, 0.116, 0.082, 0.089, 0.083, -0.097, -0.328, -0.083, 0.076, 0.071, 0.069, 0.106, 0.108, 0.076, -0.096, -0.326, -0.082, 0.077, 0.070, 0.070, 0.110, 0.104, 0.079],
  "e_tot_ha": -2089.9499,
  "multiplicity": 1,
  "charge": -1
}

---

- The lowest multiplicity belongs to which entry?
  C31H68O7P